Formula: C30H83N7O8
Source: OMol25
Level of theory: wB97M-V/def2-TZVPD

## Properties
HOMO: -0.32085 Ha
energy above the lowest of the compared OMol25 structures with the same formula, charge and spin: 3.0328 eV
SMILES: COC[C@H](C)N.COC[C@H](C)N.COC[C@H](C)N.COC[C@H](C)N.COC[C@H](C)N.COC[C@H](C)N.COC[C@H](C)N.CCO
orbital gap: 9.3 eV
charge: 0
LUMO level: 0.575 eV

The geometry in XYZ format:
```
128
Properties=species:S:1:pos:R:3:forces:R:3:lowdin_charge:R:1
C 1.6135 -2.4531 5.3586 -0.8 0.2 0.7 -0.078
C 3.0328 -2.5646 5.0072 1.4 -0.5 -2.3 -0.457
C 3.3470 -1.8036 3.6746 -0.1 0.9 1.4 -0.213
O 2.6354 -2.3560 2.6131 0.3 -0.5 0.0 -0.157
C 2.9470 -1.7272 1.4162 -2.3 1.3 -2.0 -0.128
N 3.8981 -2.1002 6.0589 0.7 -0.3 -0.2 0.033
H 1.2727 -1.4612 5.1342 -0.4 0.8 0.2 0.068
H 1.5211 -2.6863 6.4110 -0.3 0.1 0.4 0.082
H 0.9741 -3.1150 4.8419 -0.7 -0.8 -0.8 0.068
H 3.2787 -3.6413 4.8353 0.0 0.7 0.0 0.154
H 4.4085 -1.7343 3.4896 0.7 -0.8 -0.1 0.112
H 3.1293 -0.7050 3.7837 -0.5 -0.6 0.2 0.125
H 2.5104 -0.7026 1.3542 0.3 -0.4 0.6 0.060
H 2.3936 -2.2042 0.5712 0.5 -0.3 0.7 0.092
H 3.9683 -1.6062 1.1137 1.0 -0.5 0.4 0.084
H 3.5491 -1.2379 6.4528 0.0 -0.1 0.4 0.074
H 3.9233 -2.8697 6.7188 0.2 0.7 0.5 0.076
C -2.4779 -1.7516 0.9452 1.2 0.9 0.1 -0.047
C -2.5917 -0.4153 1.6221 -1.8 0.5 -2.4 -0.437
C -2.0167 -0.3456 2.9328 2.0 -0.2 3.9 -0.224
O -2.8990 -0.8955 3.9378 0.5 0.0 -1.1 -0.183
C -2.3786 -0.5909 5.2057 -2.3 1.1 0.2 -0.119
N -2.0198 0.6869 0.7725 -0.7 0.1 1.0 0.069
H -3.0316 -2.4895 1.4688 -0.6 -0.7 0.3 0.081
H -1.4203 -2.0258 0.9768 0.0 -0.2 -0.5 0.083
H -2.8488 -1.5727 -0.0486 -0.1 -0.6 -0.7 0.065
H -3.6776 -0.2453 1.7333 0.2 0.2 0.1 0.152
H -1.8053 0.7154 3.2341 -0.1 -0.7 -0.4 0.115
H -1.0438 -0.9478 3.0680 -0.9 1.0 -0.7 0.157
H -3.1355 -0.9458 5.9005 0.1 -0.4 0.3 0.086
H -2.4544 0.5194 5.3193 0.9 -0.6 0.1 0.098
H -1.4372 -1.0512 5.4282 0.8 0.0 0.0 0.072
H -2.0906 0.4936 -0.2126 -0.1 -0.4 -0.4 0.053
H -2.6700 1.4779 0.9215 1.1 0.0 0.0 0.071
C -1.2019 -6.1884 -3.2082 -1.3 -0.7 -0.5 -0.066
C -1.9464 -5.3451 -2.2109 1.5 1.1 -0.3 -0.435
C -1.0048 -4.5594 -1.3182 0.6 -0.7 0.0 -0.228
O -0.4214 -5.4679 -0.4063 0.8 0.0 0.1 -0.195
C 0.7081 -4.9460 0.3325 -0.8 0.8 -2.6 -0.063
N -2.6451 -4.2862 -2.9653 0.5 -0.7 0.4 0.055
H -2.0440 -6.6588 -3.7385 0.5 -0.8 0.0 0.078
H -0.5208 -6.9002 -2.7380 -0.2 0.0 -0.3 0.086
H -0.7695 -5.6186 -4.0131 0.7 0.6 0.1 0.069
H -2.4951 -6.0216 -1.5538 -0.7 0.2 -0.1 0.142
H -1.6131 -3.8463 -0.7776 0.0 0.7 0.3 0.095
H -0.2448 -4.0531 -1.9545 -0.3 -0.1 0.5 0.127
H 0.3223 -4.2244 1.0303 0.3 0.5 0.6 0.072
H 1.4434 -4.4769 -0.3939 -0.7 -0.3 0.9 0.101
H 1.1635 -5.7787 0.7900 0.5 -0.8 0.8 0.069
H -3.4635 -4.6318 -3.3989 -0.9 -0.6 -0.8 0.063
H -2.9910 -3.6602 -2.2847 -0.6 1.1 0.8 0.036
C 0.0554 2.4011 4.6494 -0.6 0.4 0.3 -0.083
C 1.0496 3.4240 4.0703 0.5 -1.2 0.9 -0.397
C 2.4651 2.7382 4.1683 -0.4 2.3 -0.8 -0.169
O 3.3477 3.7053 3.5223 0.8 -0.9 -0.2 -0.216
C 4.6743 3.1367 3.4179 -1.3 0.6 0.4 -0.084
N 0.7502 3.7414 2.6759 -1.1 -1.5 0.2 0.057
H 0.2510 1.3854 4.3212 0.0 -0.1 -0.5 0.053
H -0.9782 2.6814 4.3710 0.4 -0.2 0.1 0.071
H 0.0916 2.3396 5.7529 0.1 0.3 -0.4 0.083
H 0.9764 4.3282 4.7325 0.4 -0.6 -0.9 0.148
H 2.4315 1.7368 3.6584 0.2 0.9 0.3 0.120
H 2.8117 2.7111 5.1957 -0.1 -0.6 0.4 0.116
H 4.6504 2.3653 2.6830 0.1 -1.0 -0.3 0.058
H 4.9353 2.8174 4.3998 0.4 -0.9 0.8 0.072
H 5.4714 3.7984 3.1434 -0.2 1.1 -0.4 0.079
H 1.4375 4.3622 2.3450 1.0 1.0 -0.4 0.048
H 0.8978 2.8667 2.1282 -0.4 0.6 0.5 0.059
C -2.6032 -0.9732 -5.4109 1.6 -2.0 -0.7 -0.079
C -2.0745 -0.1026 -4.3039 -0.2 1.3 1.1 -0.429
C -3.2632 0.7685 -3.8479 1.2 1.6 -0.4 -0.192
O -2.8136 1.9878 -3.1884 0.3 0.1 -1.8 -0.233
C -2.2959 2.9549 -4.1866 1.4 -2.7 0.7 -0.062
N -1.4492 -0.9103 -3.2178 -0.2 -0.3 -0.6 0.057
H -1.9650 -1.9009 -5.3405 -0.7 0.7 -0.6 0.090
H -2.5388 -0.5779 -6.4516 0.0 0.0 0.9 0.092
H -3.6186 -1.3147 -5.2463 -0.3 0.1 0.2 0.071
H -1.3154 0.6337 -4.6633 -0.3 -0.8 0.1 0.130
H -3.8177 0.2562 -3.0748 -0.6 -0.3 -0.2 0.119
H -3.8210 1.0742 -4.7923 0.1 -0.5 1.3 0.131
H -2.7136 2.7608 -5.1680 -0.3 0.0 -0.2 0.080
H -1.1615 2.9191 -4.2973 -1.4 0.0 0.4 0.108
H -2.6009 3.8719 -3.8243 -0.4 2.1 0.6 0.038
H -1.1791 -0.4488 -2.3560 -0.2 0.6 -0.4 0.063
H -2.0256 -1.7051 -2.9444 0.1 0.1 -0.4 0.045
C -1.4696 4.0103 -0.6864 -0.4 0.3 0.2 -0.055
C -2.5876 4.4889 0.2529 0.9 -2.0 0.3 -0.390
C -3.8730 4.0045 -0.4464 0.2 0.5 0.4 -0.182
O -3.9895 4.8350 -1.6118 0.5 -0.4 1.4 -0.194
C -5.0483 4.4204 -2.3682 -1.4 0.0 -1.6 -0.166
N -2.3949 3.9372 1.5946 -1.8 -0.8 -0.2 0.046
H -1.7677 4.4570 -1.6093 0.5 0.5 -0.9 0.058
H -1.4200 2.9595 -0.8995 -0.5 -0.8 0.3 0.050
H -0.4723 4.2757 -0.3980 0.5 0.6 0.3 0.069
H -2.5022 5.5527 0.2642 -0.5 1.0 -0.2 0.125
H -4.7870 4.1083 0.1788 0.4 0.0 -0.2 0.130
H -3.7749 2.9232 -0.7441 0.0 0.9 0.2 0.122
H -5.0012 3.3543 -2.5936 0.4 -0.2 -0.4 0.075
H -5.0608 5.0360 -3.2977 -0.1 -0.6 0.6 0.107
H -6.0245 4.5054 -1.8770 0.0 0.5 0.3 0.085
H -1.4705 3.9696 1.9567 1.0 0.2 0.2 0.015
H -3.0762 4.1914 2.3124 0.3 0.2 -0.6 0.078
C 3.9736 -2.1798 -3.0670 1.0 -1.2 0.8 -0.070
C 2.6733 -1.3533 -3.2867 1.9 -1.2 0.9 -0.450
C 2.6661 -0.3728 -4.4271 -0.3 0.3 0.2 -0.244
O 3.4972 0.6865 -4.1292 0.1 1.0 2.1 -0.188
C 3.8149 1.4688 -5.2260 0.8 0.0 -0.1 -0.112
N 1.6779 -2.3618 -3.4503 -1.9 0.3 0.8 0.027
H 3.9734 -2.6302 -1.9823 -0.2 0.6 -2.1 0.095
H 4.9722 -1.6878 -3.1420 -1.0 0.2 -0.1 0.070
H 3.9962 -3.0431 -3.8218 0.0 1.1 1.1 0.086
H 2.5024 -0.8197 -2.3086 -0.1 -0.2 -1.1 0.136
H 1.6296 -0.0636 -4.6099 -0.3 0.3 0.3 0.121
H 2.9684 -0.7413 -5.3827 0.4 -1.3 -0.7 0.116
H 4.6953 0.9824 -5.6448 0.1 0.2 -0.9 0.091
H 4.1149 2.5013 -4.9550 -0.5 -0.6 0.1 0.099
H 2.9522 1.4299 -5.8746 0.0 0.6 -0.8 0.081
H 0.7870 -1.8726 -3.5129 -0.3 -0.7 -0.2 0.038
H 1.7810 -3.0594 -4.1747 0.3 0.4 -0.1 0.078
C 2.9174 1.8840 0.3040 -1.7 -1.1 -1.0 -0.043
C 1.5251 1.2272 0.0668 0.5 0.3 0.4 -0.311
O 0.8909 0.9487 1.3004 -1.0 0.3 0.4 -0.149
H 3.2973 2.0828 -0.6973 0.5 0.0 0.1 0.079
H 3.5794 1.2797 0.9179 0.0 0.0 -0.1 0.060
H 2.6816 2.8046 0.7716 0.3 1.1 0.7 0.044
H 1.5735 0.2841 -0.4435 0.4 -0.5 -0.8 0.076
H 0.9280 1.9196 -0.5397 0.0 0.0 0.0 0.104
H -0.0903 0.8399 1.1362 0.7 0.2 0.2 0.057
```
Forces are in eV/Å.